No. 1
# C23H28N2O6S

One molecule with the formula C23H28N2O6S (ωB97M-V/def2-TZVPD, the Open Molecules 2025 dataset).

Element x y z (Å)
1 N -1.172 2.774 -1.545
2 H 3.354 -4.190 2.354
3 C -1.052 -2.558 1.369
4 H 2.132 1.487 1.521
5 H -2.733 3.224 -3.743
6 C -1.213 -1.087 1.438
7 C 2.807 -3.831 1.482
8 O 1.890 -2.488 -0.703
9 C -0.676 -4.504 2.667
10 H -1.218 1.194 -3.818
11 O -0.944 -3.176 0.334
12 C -0.940 1.008 2.580
13 H -0.647 1.556 3.463
14 C 2.300 0.420 1.516
15 H 0.510 1.395 -4.166
16 H 3.405 -2.088 3.480
17 H 1.582 0.208 -0.478
18 O -2.718 0.769 -2.088
19 H 0.822 2.632 -2.059
20 C 2.816 -0.210 2.632
21 C -0.671 3.203 -4.366
22 C -1.851 3.860 -3.654
23 C -1.526 4.033 -2.172
24 C -0.842 -0.369 2.572
25 H 3.273 -4.194 0.564
26 C -0.363 1.862 -3.705
27 C 2.715 -2.325 1.484
28 H -1.372 3.588 2.487
29 C 3.017 -1.582 2.609
30 H 3.057 0.358 3.517
31 C -1.515 3.196 1.483
32 O 1.448 -4.754 3.788
33 H -0.903 3.054 -5.421
34 H -0.469 -0.898 3.435
35 C -0.102 2.062 -2.212
36 H -0.764 3.624 0.821
37 C -1.781 0.975 0.349
38 H -2.387 4.420 -1.628
39 H -0.680 4.718 -2.043
40 O -3.545 2.635 -0.718
41 H -2.488 3.497 1.104
42 H -2.076 4.832 -4.095
43 N 1.454 -4.357 1.557
44 H 1.937 -1.173 -2.311
45 C 2.182 -1.680 0.354
46 H 0.879 -4.156 0.748
47 H 0.204 3.856 -4.300
48 H 1.153 -2.757 -2.537
49 H -0.012 1.098 -1.709
50 O -1.013 -3.118 2.579
51 C -1.682 -0.400 0.322
52 S -2.457 1.785 -1.106
53 C -1.411 1.710 1.472
54 H 0.318 -1.490 -1.613
55 C 1.986 -0.306 0.379
56 H -1.064 -5.045 1.800
57 C 0.861 -4.573 2.746
58 H -1.991 -0.934 -0.564
59 C 1.292 -1.927 -1.847
60 H -1.118 -4.867 3.594

Cartesian forces (eV/Å) of the 3 atoms listed first:
-0.83 -0.61 0.44
0.01 0.04 -0.15
-0.01 -0.03 -0.32

## Properties
Electronic energy (eV): -50406.66545
Relative energy (zero: lowest compared OMol25 entry of this formula, charge and spin) (eV): 0.451
Structure (SMILES): COc1ccccc1CNC(=O)COC(=O)c1ccc(C)c(S(=O)(=O)N2CCCCC2)c1

---

No. 2
# C5H12N3O2

An isolated ion of composition C5H12N3O2 and charge +1 (ωB97M-V/def2-TZVPD, the Open Molecules 2025 dataset).

Element x y z (Å)
1 H 0.052 -1.891 -2.382
2 H 0.746 1.380 1.943
3 C -0.686 -1.755 -0.493
4 H 1.643 -0.176 -1.620
5 C -1.112 -0.823 0.602
6 N -0.005 0.051 0.959
7 H -1.227 -1.470 1.430
8 C -0.349 -1.042 -1.797
9 H -0.555 1.524 -0.437
10 N 1.594 1.721 0.145
11 H -1.022 1.038 2.567
12 C 0.400 0.944 -0.194
13 O 2.297 2.096 -0.721
14 H -2.141 -0.391 0.399
15 H 0.144 -2.250 -0.107
16 H 0.566 0.987 -2.330
17 H -1.498 -2.522 -0.700
18 H -1.218 -0.637 -2.273
19 O 1.668 2.174 1.270
20 N -0.060 0.703 2.205
21 H 0.247 0.126 3.071
22 C 0.516 0.213 -1.537

Cartesian forces (eV/Å) of the 3 atoms listed first:
0.43 1.30 -0.44
-0.27 1.40 1.44
-2.30 0.31 -1.23

## Properties
Charge: +1
Electronic energy (eV): -13932.77686
Relative energy (zero: lowest compared OMol25 entry of this formula, charge and spin) (eV): 5.331
Structure (SMILES): [NH3+]N1CCCC[C@@H]1[N+](=O)[O-]

---

No. 3
# C13H29N2O4

A 2-piece molecular cluster, C13H29N2O4 overall (ωB97M-V/def2-TZVPD, the Open Molecules 2025 dataset).

Element x y z (Å)
1 C 4.484 -1.701 -0.738
2 H 2.026 -1.259 -2.289
3 C -0.888 -2.378 1.402
4 H -3.364 5.910 -0.016
5 C 3.651 -0.517 -1.198
6 H -1.192 1.707 -1.695
7 C -1.320 1.711 -0.610
8 C -1.638 -0.326 2.703
9 N 4.721 -3.636 0.697
10 N 2.180 -0.846 -1.367
11 O -3.929 3.919 -0.103
12 H -5.019 6.648 -1.764
13 H -1.335 0.253 1.832
14 O -0.829 -1.609 0.198
15 C -4.240 5.321 -0.280
16 H -5.553 4.973 -1.947
17 C 3.837 -2.527 0.370
18 H 1.489 -1.114 0.583
19 O -2.597 2.230 -0.266
20 H -2.891 -1.842 1.811
21 H 4.718 -2.359 -1.578
22 H -1.983 -2.396 3.212
23 H -2.531 0.143 3.111
24 H 2.514 -3.506 -1.012
25 C 2.438 -2.934 -0.078
26 H -0.527 2.306 -0.155
27 H 5.436 -1.308 -0.380
28 H 1.664 0.035 -1.370
29 H -5.027 5.509 0.447
30 H 0.005 -3.135 -0.922
31 H -1.283 0.698 -0.218
32 C 1.547 -1.734 -0.316
33 H -3.903 5.439 -2.405
34 H 4.461 -4.481 0.201
35 H 1.959 -3.572 0.666
36 C -4.705 5.607 -1.688
37 H 3.994 -0.161 -2.168
38 H 3.700 0.319 -0.501
39 H -0.146 -1.535 -1.664
40 H 3.734 -1.893 1.258
41 H -0.844 -0.251 3.448
42 H -1.164 -3.406 1.141
43 C -2.738 3.540 -0.532
44 C -1.927 -1.772 2.318
45 H 0.097 -2.392 1.889
46 O -1.868 4.240 -0.979
47 C 0.100 -2.059 -0.735
48 H 4.685 -3.862 1.682

Cartesian forces (eV/Å) of the 3 atoms listed first:
-0.01 0.04 -0.04
0.06 -0.13 0.03
0.01 -0.12 -0.03

## Properties
Charge: +1
Electronic energy (eV): -25115.44251

---

No. 4
# C34H53BrN2P2W

C34H53BrN2P2W as an isolated structure (ωB97M-V/def2-TZVPD, the Open Molecules 2025 dataset).

Element x y z (Å)
1 H 0.183 2.000 1.317
2 H 0.976 -2.333 2.084
3 H 3.459 -1.358 -1.200
4 N 4.126 -3.436 -3.776
5 C -1.150 2.156 -2.199
6 H -1.211 -2.717 3.165
7 H -1.975 0.019 -5.467
8 H 2.277 1.295 -4.628
9 H -0.907 0.905 3.959
10 H -2.742 2.572 -3.653
11 C 3.017 -1.729 2.402
12 C -2.337 -0.273 -3.313
13 H -4.275 0.144 1.232
14 H 2.891 -4.875 -4.612
15 H 2.923 2.579 0.367
16 C 4.007 -0.787 2.128
17 P -1.638 -1.486 1.064
18 H 1.722 1.996 -3.096
19 C -0.489 -2.779 -1.188
20 C 3.692 0.354 1.397
21 H -1.885 3.993 -3.045
22 C -0.818 -3.915 -0.211
23 C 1.535 2.606 2.750
24 H -3.065 -1.054 -0.845
25 H 5.268 -1.987 -2.821
26 C 2.045 -2.778 -2.071
27 H -3.494 -3.353 3.987
28 C 0.042 -4.260 0.794
29 C -3.264 -1.497 0.142
30 H 1.099 -3.998 0.767
31 H 0.955 0.086 -1.455
32 H -0.202 2.609 -1.870
33 C 0.711 3.961 0.871
34 H -5.199 -0.576 -0.090
35 H 0.107 -0.415 3.330
36 H -3.258 -1.126 -5.058
37 H -1.090 -2.858 -2.106
38 H 4.447 1.125 1.206
39 C 2.050 1.911 0.401
40 H -2.758 0.260 2.342
41 H -0.456 -6.127 1.747
42 H 2.408 0.350 -3.142
43 H -1.312 0.874 1.561
44 C -0.931 -0.085 3.478
45 H -4.153 -3.075 2.366
46 H -1.569 -1.614 -4.869
47 P -0.784 0.390 -2.553
48 C -2.684 -4.880 1.001
49 C -1.703 0.022 2.154
50 H -3.092 0.522 -3.216
51 C -2.263 -0.770 -4.760
52 H -3.480 -2.558 -0.045
53 C 4.300 -2.489 -2.855
54 C 0.395 0.474 -3.982
55 C 1.740 -1.577 1.855
56 H -2.352 -5.127 3.129
57 H 5.021 -0.924 2.506
58 H 3.221 -2.590 3.038
59 C -2.144 -4.501 -0.192
60 C -0.500 -5.045 1.918
61 C 2.974 -4.097 -3.849
62 Br 0.235 -4.710 3.661
63 C 1.893 -3.825 -3.001
64 H -2.684 -1.101 -2.678
65 C -3.371 -2.757 3.067
66 H 0.960 -4.378 -3.090
67 H -2.696 -4.517 -1.135
68 C -1.754 2.949 -3.363
69 C -1.913 -4.631 2.257
70 C 1.439 -0.511 0.960
71 C 0.906 -2.273 -1.327
72 H 1.647 4.525 0.782
73 H -1.105 2.957 -4.248
74 W -0.115 -0.888 -0.529
75 H 0.845 3.220 3.340
76 H 0.501 -0.564 -4.335
77 C -2.012 -3.014 2.476
78 C 1.770 1.065 -3.680
79 C 2.392 0.552 0.917
80 H 0.214 3.910 -0.104
81 H -3.703 -5.265 1.073
82 H 1.606 1.925 -0.605
83 H -1.827 2.168 -1.331
84 H 2.538 3.047 2.766
85 N 1.048 2.586 1.340
86 H -0.111 1.038 -4.783
87 C 3.289 -2.127 -1.955
88 H 0.052 4.432 1.608
89 H -1.410 -0.775 4.187
90 H 1.567 1.586 3.148
91 C -4.508 -0.803 0.735
92 H -3.542 -1.707 3.338
93 H -5.055 -1.449 1.434

Cartesian forces (eV/Å) of the 3 atoms listed first:
0.84 0.59 0.09
0.46 0.28 -0.15
0.11 -0.15 -0.33

## Properties
Charge: +4
Multiplicity: 3
Electronic energy (eV): -129496.28020
Relative energy (zero: lowest compared OMol25 entry of this formula, charge and spin) (eV): 0.000

---

No. 5
# C7H12N2O2Si

A 2-piece molecular cluster, C7H12N2O2Si overall (ωB97M-V/def2-TZVPD, the Open Molecules 2025 dataset).

Element x y z (Å)
1 H -0.356 -2.693 -0.005
2 H 0.526 0.199 3.357
3 O -0.564 2.525 -1.712
4 H -1.415 2.077 -2.007
5 Si -0.430 -0.440 1.122
6 H 1.915 -0.266 2.166
7 O -0.844 0.653 0.066
8 C 0.967 0.313 2.300
9 C 1.522 2.051 -0.638
10 H 1.053 -1.800 -0.446
11 C -0.359 0.173 -3.257
12 H 1.012 -2.659 0.993
13 H 1.140 1.315 1.864
14 H 0.935 -0.272 -1.673
15 C -2.048 -0.920 1.971
16 H -2.571 -0.243 2.608
17 N 2.544 2.297 -0.205
18 H -2.049 -1.806 2.521
19 C 0.362 -2.026 0.381
20 C 0.454 1.704 -1.483
21 H -2.785 -1.137 1.185
22 H 1.584 0.682 -2.976
23 C 0.727 0.502 -2.351
24 N -1.319 -0.228 -3.782

Cartesian forces (eV/Å) of the 3 atoms listed first:
-1.13 -0.78 -0.70
1.14 0.78 -1.42
1.01 -0.48 0.11

## Properties
Electronic energy (eV): -22403.64867
Relative energy (zero: lowest compared OMol25 entry of this formula, charge and spin) (eV): 2.422

---

Among the records above, which one has the highest electronic energy? C5H12N3O2

---

Which formula does entry 1 have? C23H28N2O6S

---

Look up the electronic energy of the fourth one. -129496.28020 eV